[1]
A cluster of 7 separate species, C6H26O7 in total, computed with ωB97M-V/def2-TZVPD.

The SMILES is CCO.CCO.CO.CO.O.O.O. The calculation puts the energy above the lowest of the compared OMol25 structures with the same formula, charge and spin at 73.0 kcal per mole. For the LUMO energy, the calculation gives 0.3 eV. Its HOMO-LUMO gap is 9.723 eV.

Structure (XYZ):
```
39
Properties=species:S:1:pos:R:3:forces:R:3:mulliken_charge:R:1
C 0.037 1.217 -0.897 0.9 -0.4 0.0 -0.1492
O 0.436 1.504 -2.232 -0.4 0.8 0.3 -0.5262
H -0.852 0.597 -0.789 -0.4 0.3 -0.4 0.0696
H 0.815 0.646 -0.390 0.4 -0.1 0.1 0.0757
H -0.044 2.147 -0.335 -0.3 0.0 -0.3 0.1983
H 0.849 0.769 -2.690 -0.1 -0.7 0.3 0.3073
C -2.894 2.697 0.272 -0.2 1.6 -0.4 -0.5927
O -3.147 2.260 1.563 -0.3 -0.6 0.6 -0.5412
H -2.746 1.903 -0.459 -0.1 0.0 -0.1 0.1999
H -3.692 3.380 -0.018 -0.3 -0.3 -0.3 0.3318
H -2.036 3.366 0.334 0.5 -0.1 -0.6 0.2124
H -2.273 1.942 1.803 0.0 -0.5 0.7 0.4840
O 0.529 2.316 -5.180 0.1 -0.2 -0.4 -0.6066
H 0.813 2.246 -4.269 -0.2 0.0 0.5 0.3468
H 0.816 3.187 -5.455 0.0 0.2 -0.1 0.3027
O 1.451 -0.413 -4.078 0.1 0.0 0.2 -0.6242
H 1.498 -1.343 -4.298 -0.1 -0.2 0.0 0.2786
H 2.125 -0.003 -4.620 0.1 0.3 -0.3 0.2837
O -0.731 1.202 2.172 -0.1 -0.2 0.1 -0.6672
H 0.075 0.882 1.767 0.4 0.1 -0.2 0.2371
H -0.516 1.284 3.101 0.1 0.1 0.3 0.2884
C -0.804 -3.590 0.317 0.6 1.4 -0.6 -1.3162
C -0.984 -2.105 0.003 -0.1 -0.4 0.6 0.2584
O -2.344 -1.832 0.075 -1.6 0.7 -0.8 -0.5600
H -1.569 -4.105 -0.265 0.1 -0.2 0.2 0.3399
H -0.947 -3.704 1.391 0.3 -0.6 -0.1 0.3298
H 0.180 -3.819 -0.093 0.2 -0.8 0.6 0.3515
H -0.589 -1.874 -0.986 -0.3 0.1 -0.1 0.2933
H -0.545 -1.401 0.711 0.9 -0.3 0.1 0.0008
H -2.624 -1.836 0.994 0.0 0.1 0.0 0.3429
C 1.700 -1.461 2.941 0.3 0.3 -0.6 -0.8577
C 2.503 -0.656 1.858 -0.6 -0.7 1.4 -0.1734
O 2.523 0.720 2.307 0.0 -0.8 -1.1 -0.4883
H 1.760 -2.542 2.812 -0.1 0.0 -0.1 0.3073
H 0.658 -1.143 2.978 -0.1 -0.1 -0.5 0.1173
H 2.019 -1.233 3.958 0.6 0.0 0.0 0.4146
H 2.084 -0.800 0.862 -0.6 0.8 0.1 0.0733
H 3.496 -1.069 1.682 0.4 0.2 0.6 0.3322
H 2.972 0.664 3.153 0.1 0.3 0.1 0.3254
```
Positions in Å, forces in eV/Å.


[2]
A cluster of 8 separate species, C6H26O8 in total, computed with ωB97M-V/def2-TZVPD.

The SMILES is C=C(C)CCCO.O.O.O.O.O.O.O. The calculation puts the energy above the lowest of the compared OMol25 structures with the same formula, charge and spin at 93.5 kcal per mole. For the LUMO energy, the calculation gives -0.1 eV. Its HOMO-LUMO gap is 8.683 eV.

Structure (XYZ):
```
40
Properties=species:S:1:pos:R:3:forces:R:3:mulliken_charge:R:1
C 1.283 0.266 -0.723 -0.2 1.0 0.6 -0.2367
O -0.050 -0.225 -0.927 0.0 0.0 0.1 -0.3783
C 2.177 -0.786 -0.159 1.1 -4.7 0.7 -0.7875
C 1.992 -1.161 1.348 -1.1 0.4 -0.4 -0.8069
C 1.405 0.039 2.107 1.2 -1.4 0.7 0.9421
C 0.114 0.216 2.366 0.6 0.4 0.6 -0.7660
C 2.454 0.935 2.674 2.0 -0.9 2.2 -1.3228
H 1.689 0.399 -1.705 0.0 1.0 -0.7 0.6195
H 1.202 1.225 -0.097 0.6 -1.9 -1.0 0.0447
H -0.337 -0.725 -0.143 0.2 0.2 -0.3 0.1484
H 3.271 -1.163 -0.395 -1.4 2.8 -0.1 0.4110
H 1.852 -1.736 -0.630 -0.8 0.4 -0.3 0.3185
H 2.985 -1.591 1.564 -0.5 0.8 1.2 0.4701
H 1.280 -1.972 1.583 0.1 0.1 -0.9 0.1935
H -0.765 -0.277 2.041 0.2 -0.9 -0.6 -0.0970
H -0.142 0.888 3.162 0.0 1.0 0.0 0.3048
H 2.333 1.944 2.370 -0.2 1.0 -0.2 0.3085
H 2.492 0.917 3.864 -0.1 0.0 -2.4 0.3108
H 3.483 0.596 2.296 -1.4 0.6 0.7 0.3222
H -2.527 -1.092 2.079 -0.1 0.3 -2.3 0.2990
H -1.639 -2.299 2.681 2.3 -2.7 -1.7 0.2898
O -2.201 -1.606 2.770 -2.8 2.1 4.0 -0.6193
H -0.798 -3.509 0.137 0.5 -1.4 -0.2 0.2804
H -1.273 -2.460 -0.925 0.0 -0.1 -1.1 0.2940
O -1.130 -2.649 -0.006 -0.6 1.4 1.3 -0.5139
H 0.222 2.212 -2.467 -0.5 1.0 -0.1 0.3145
H -0.754 3.406 -2.587 -1.7 -0.1 0.0 0.3429
O 0.149 3.191 -2.479 2.5 -1.0 0.0 -0.7015
H -2.545 -2.216 -3.168 0.1 -0.2 -0.2 0.2654
H -1.787 -0.860 -3.034 0.1 -2.4 1.1 0.3270
O -1.833 -1.813 -2.661 -0.1 2.1 -1.3 -0.6677
H -3.603 -1.355 -1.582 0.4 -0.8 -0.8 0.2763
H -4.114 -1.081 -0.199 0.6 0.8 -0.9 0.3064
O -3.642 -0.650 -0.960 -1.2 0.2 2.1 -0.5641
H -2.000 1.313 -1.968 -0.3 0.7 0.4 0.3351
H -3.063 2.364 -1.439 1.7 -0.5 -1.5 0.3130
O -2.304 2.237 -2.098 -1.8 -0.4 1.3 -0.7021
H 2.608 3.222 -1.391 0.3 0.3 -0.6 0.3029
H 1.282 2.833 -0.762 1.5 0.9 0.2 0.4251
O 2.235 3.025 -0.540 -1.4 -0.2 0.4 -0.6020
```
Positions in Å, forces in eV/Å.


[3]
A cluster of 6 separate species, C6H27N2O5 in total, computed with ωB97M-V/def2-TZVPD.

The calculation puts the energy above the lowest of the compared OMol25 structures with the same formula, charge and spin at 0.0 kcal per mole. The multiplicity is 2. Its total charge is +2. For the LUMO energy (alpha / beta), the calculation gives -6.0 / -10.6 eV. The expectation value of S² is 0.755. Its HOMO-LUMO gap (alpha / beta) is 11.301 / 6.647 eV.

Structure (XYZ):
```
40
Properties=species:S:1:pos:R:3:forces:R:3:mulliken_charge:R:1
N -0.254 -0.494 2.269 0.7 0.3 -1.0 0.0431
C -0.090 0.985 2.327 -0.3 0.3 0.7 -0.7717
C 0.986 1.524 1.356 0.8 -1.1 0.5 -0.4710
N 1.177 0.707 0.167 -0.7 0.2 -0.8 0.2168
C -0.029 -1.645 -1.638 -0.6 0.1 -0.7 -0.6494
C 0.704 -0.342 -2.028 -1.3 -0.4 1.5 -0.6330
C 0.383 0.761 -1.016 0.1 0.4 -0.5 0.6946
C 0.587 2.174 -1.637 0.6 1.3 -0.6 -1.5227
H -0.745 -0.885 3.073 0.0 0.1 0.0 0.4146
H -0.805 -0.706 1.426 -0.4 -0.1 0.3 0.1197
H 0.698 -0.928 2.218 -0.3 -0.3 0.7 0.2102
H -1.053 1.461 2.202 -0.2 -0.2 -0.4 0.4290
H 0.208 1.244 3.341 0.3 0.0 0.0 0.4557
H 0.782 2.569 1.145 -0.1 0.0 -0.4 0.3088
H 1.960 1.461 1.834 0.0 0.2 0.3 0.4206
H 2.031 0.144 0.069 -0.2 0.2 0.3 0.3226
H 0.526 -2.535 -1.925 0.1 0.0 0.3 0.3756
H -0.989 -1.719 -2.163 0.3 0.1 0.1 0.1498
H -0.320 -1.646 -0.593 0.3 -0.3 0.4 0.0115
H 1.768 -0.559 -2.065 0.2 0.6 -0.7 0.3948
H 0.191 0.047 -2.894 0.9 -0.1 -0.9 0.3552
H -0.700 0.786 -0.810 0.2 -0.3 0.6 -0.0842
H 0.598 3.011 -0.940 -0.5 -0.2 0.3 0.4201
H -0.148 2.383 -2.412 -0.4 -0.3 0.3 0.4226
H 1.522 2.299 -2.163 0.6 -0.6 0.0 0.4032
H 2.671 -1.362 3.706 -0.2 -0.1 0.2 0.3082
H 2.814 -1.810 2.276 -0.1 -0.3 0.2 0.3848
O 2.131 -1.675 2.968 0.3 0.5 -0.6 -0.6677
H -3.038 -0.900 -3.770 0.0 -0.2 0.2 0.3256
H -3.809 -1.592 -2.642 0.1 -0.3 -0.1 0.3238
O -2.974 -1.143 -2.832 -0.3 0.0 -0.6 -0.7287
H -3.512 0.134 -1.934 0.3 -0.2 -0.1 0.4082
H -4.259 1.435 -1.635 -0.1 0.0 0.3 0.3278
O -3.806 0.699 -1.203 -0.2 0.9 0.1 -0.6789
H 4.466 -0.513 1.380 0.3 -0.2 0.2 0.2941
H 4.949 -1.759 0.650 -0.2 -0.2 0.3 0.3362
O 4.315 -1.467 1.326 0.0 0.6 -0.6 -0.6688
H -3.312 -0.754 1.018 0.0 0.5 -0.1 0.2751
H -2.928 0.621 0.423 -0.5 -0.3 -0.2 0.3179
O -2.697 -0.012 1.126 0.6 -0.4 0.2 -0.5939
```
Positions in Å, forces in eV/Å.


[4]
A cluster of 7 separate species, C6H28N2O6 in total, computed with ωB97M-V/def2-TZVPD.

The SMILES is CN(C)CCCCN.O.O.O.O.O.O. The calculation puts the energy above the lowest of the compared OMol25 structures with the same formula, charge and spin at 77.1 kcal per mole. For the LUMO energy, the calculation gives -0.1 eV. Its HOMO-LUMO gap is 8.697 eV.

Structure (XYZ):
```
42
Properties=species:S:1:pos:R:3:forces:R:3:mulliken_charge:R:1
C 0.613 1.322 0.875 0.1 1.2 0.6 -0.5820
N 1.892 1.771 0.365 1.2 0.9 0.6 0.2706
C 1.972 3.232 0.320 0.5 0.0 -3.4 -1.1335
C 3.102 1.286 1.060 -1.3 -1.3 0.7 -1.0745
C -0.515 1.176 -0.128 -0.1 -0.3 -0.2 0.4423
C -1.720 0.626 0.693 2.5 -1.5 0.1 -1.0559
C -1.883 -0.877 0.379 -2.3 1.2 -1.1 0.9182
N -3.059 -1.100 -0.501 0.4 -0.8 0.5 -0.7480
H 0.272 2.125 1.601 0.2 -1.3 0.0 0.0792
H 0.746 0.314 1.311 0.0 0.6 0.3 0.2531
H 2.931 3.443 -0.234 -0.7 0.2 1.0 0.3549
H 1.829 3.911 1.157 0.2 -0.6 0.8 0.3340
H 1.249 3.545 -0.443 -0.3 0.2 0.2 0.3400
H 3.136 0.192 0.921 0.2 0.3 0.0 0.3246
H 3.961 1.732 0.580 0.3 0.1 0.1 0.3876
H 3.115 1.435 2.182 0.0 0.3 -1.0 0.2843
H -0.793 2.061 -0.730 0.3 -0.1 0.7 0.4609
H -0.169 0.436 -0.880 -0.3 0.3 0.3 -0.4355
H -1.520 0.547 1.770 0.3 1.1 -0.1 0.4328
H -2.543 1.267 0.556 -1.5 0.2 -0.2 0.4445
H -1.021 -1.269 -0.137 0.2 0.3 0.3 -1.3438
H -2.062 -1.393 1.312 0.0 -0.5 0.1 0.8213
H -3.149 -0.373 -1.200 -0.1 0.0 0.2 0.3471
H -3.848 -1.031 0.118 -0.5 0.0 -0.2 0.2776
H 0.240 -1.100 -2.750 0.2 -0.4 1.0 0.2440
H 0.189 -2.376 -3.391 -0.3 -0.7 0.5 0.3001
O 0.004 -2.027 -2.502 0.2 1.6 -2.2 -0.6591
H -0.437 -4.176 2.131 0.1 0.1 -0.1 0.2674
H -0.607 -2.807 1.498 0.3 -0.4 0.0 0.3697
O -0.412 -3.237 2.340 -0.3 0.1 0.5 -0.5936
H 0.963 -3.221 -0.927 0.1 -0.4 0.2 0.3170
H -0.221 -2.438 -0.700 -0.2 -0.7 0.0 0.2098
O 0.207 -3.220 -0.328 0.4 0.1 0.1 -0.6966
H 1.670 0.841 -3.567 0.0 0.0 0.0 0.2923
H 2.376 0.349 -2.316 -0.3 -0.1 0.2 0.2712
O 1.650 0.130 -2.916 0.3 0.4 -0.3 -0.6173
H -2.026 0.895 -3.721 -0.8 0.6 -0.1 0.3237
H -1.830 0.039 -2.614 -0.5 -0.2 0.7 0.2124
O -2.498 0.686 -2.896 1.4 -0.3 -0.8 -0.6176
H -0.457 -0.668 3.200 -0.2 0.3 -0.1 0.2764
H -0.472 -1.425 4.443 -0.4 0.1 0.2 0.3201
O -0.874 -0.624 4.070 0.6 -0.5 -0.1 -0.6199
```
Positions in Å, forces in eV/Å.


[5]
A cluster of 9 separate species, C6H28NO9 in total, computed with ωB97M-V/def2-TZVPD.

The multiplicity is 2. For the LUMO energy (alpha / beta), the calculation gives 0.1 / -4.7 eV. The expectation value of S² is 0.755. Its HOMO-LUMO gap (alpha / beta) is 9.334 / 4.523 eV.

Structure (XYZ):
```
44
Properties=species:S:1:pos:R:3:forces:R:3:mulliken_charge:R:1
C 2.269 -0.008 -1.110 -0.8 -1.8 -0.4 -1.1873
C 1.642 1.361 -0.849 0.9 0.9 2.3 0.5244
C 1.437 1.561 0.672 0.1 0.1 -0.6 -0.4387
C 0.907 2.943 0.965 -1.6 -1.2 0.4 -0.3180
C 0.023 3.142 1.938 0.2 1.5 0.6 -0.8197
N 0.363 1.623 -1.460 0.9 -2.0 -0.6 0.1446
C 0.214 1.189 -2.841 -1.3 1.0 -1.2 -0.5390
O -0.174 -0.140 -2.889 0.5 -0.6 0.4 -0.4671
H 2.857 -0.133 -2.016 0.2 0.4 0.1 0.3982
H 1.518 -0.791 -1.188 -0.4 0.2 -0.3 0.1696
H 2.773 -0.427 -0.234 0.5 0.8 0.0 0.3508
H 2.370 2.118 -1.169 -0.3 0.2 -0.4 0.2155
H 2.350 1.404 1.246 0.3 -0.1 -0.4 0.5602
H 0.796 0.725 0.976 -0.3 0.4 0.4 0.0567
H 1.053 3.760 0.267 0.7 0.0 0.1 0.2978
H -0.384 2.474 2.685 0.4 -0.7 -0.2 0.2705
H -0.253 4.173 2.159 -0.3 -0.1 -0.3 0.2533
H -0.478 1.485 -0.877 0.0 0.5 -0.2 0.4600
H -0.517 1.814 -3.370 -0.2 0.2 0.5 0.2869
H 1.119 1.340 -3.410 0.6 -0.3 0.3 0.4442
H -1.415 0.316 3.444 -0.5 0.1 0.3 0.2716
H -0.242 -0.319 3.935 0.0 -0.2 0.5 0.3616
O -0.950 0.247 4.289 0.3 0.1 -0.7 -0.6781
H -3.371 0.969 -1.762 0.3 -0.1 0.3 0.2665
H -0.857 -0.335 -2.225 -0.1 0.3 0.0 0.3278
O -2.464 0.864 -1.444 0.5 0.4 -0.5 -0.6485
H -2.421 0.425 -0.564 -0.5 -0.4 0.3 0.4231
H -2.205 -1.573 0.270 0.1 -0.2 0.1 0.4145
O -2.103 -0.681 0.640 0.0 0.5 -0.4 -0.8206
H -0.839 -2.218 3.050 0.1 0.3 0.3 0.1448
H -1.364 -0.845 1.280 -0.1 -0.2 0.5 0.2810
O -0.358 -1.723 2.378 -0.2 0.1 -0.6 -0.9022
H 1.850 -4.034 -0.557 -0.4 0.1 0.2 0.2962
H 0.741 -2.912 -0.655 -0.2 -0.8 0.5 0.3261
O 1.632 -3.173 -0.923 0.5 0.6 -0.6 -0.6472
H -1.407 -4.029 0.733 0.1 0.1 0.1 0.2180
H -0.750 -2.615 1.354 0.2 -0.5 -0.5 0.4696
O -1.031 -3.183 0.475 0.0 0.3 0.0 -0.7700
H -3.259 -1.154 -4.024 -0.1 0.0 -0.2 0.3040
H -2.169 -0.240 -3.521 -0.2 0.1 -0.4 0.3761
O -2.831 -0.315 -4.224 0.0 -0.1 0.3 -0.6510
H 1.392 -1.383 2.449 0.0 -0.5 0.5 0.3282
H 2.257 -0.403 3.232 0.2 -0.2 0.1 0.3041
O 2.279 -1.300 2.876 -0.1 0.6 -0.4 -0.6585
```
Positions in Å, forces in eV/Å.


[6]
A cluster of 8 separate species, C6H28O11 in total, computed with ωB97M-V/def2-TZVPD.

The SMILES is OCCO.OCCO.OCCO.O.O.O.O.O. The calculation puts the energy above the lowest of the compared OMol25 structures with the same formula, charge and spin at 128.1 kcal per mole. For the LUMO energy, the calculation gives 0.2 eV. Its HOMO-LUMO gap is 10.343 eV.

Structure (XYZ):
```
45
Properties=species:S:1:pos:R:3:forces:R:3:mulliken_charge:R:1
O 22.738 -24.668 29.637 0.6 -0.1 0.2 -0.6687
H 22.321 -24.989 28.837 -0.3 0.0 0.0 0.2724
H 22.022 -24.282 30.142 -0.2 0.2 -0.1 0.3177
O 24.819 -23.173 25.664 0.9 -0.1 0.5 -0.6470
H 23.863 -23.186 25.712 -0.5 0.1 -0.3 0.3989
H 25.011 -22.975 24.748 -0.1 0.0 -0.2 0.2983
O 22.278 -22.796 24.785 0.7 -0.8 -0.2 -0.7044
H 21.893 -21.921 24.832 -0.3 0.3 0.1 0.4456
H 21.528 -23.390 24.804 -0.1 -0.3 0.1 0.2253
O 21.064 -22.582 28.004 -0.3 -0.3 0.2 0.0450
H 21.393 -21.693 27.873 0.0 0.8 0.0 0.1460
H 21.728 -23.145 27.608 0.1 -0.3 -0.2 0.1108
O 18.420 -22.673 29.165 -0.6 0.2 0.1 -0.6528
H 18.303 -23.492 29.648 0.0 -0.1 0.1 0.2970
H 19.208 -22.815 28.640 0.7 0.0 -0.1 0.2244
C 19.434 -26.191 27.835 0.8 -2.9 1.5 -0.9318
C 19.759 -25.534 26.562 -3.2 0.7 -0.9 0.0403
O 21.090 -25.347 26.339 1.4 -0.2 0.6 -0.4135
O 20.056 -25.588 28.932 -0.2 2.1 0.9 -0.3613
H 19.941 -27.152 27.913 0.1 -0.9 -1.2 0.4133
H 18.412 -26.543 27.976 -0.5 1.0 -0.1 0.4120
H 19.211 -24.593 26.513 0.1 0.3 -0.1 -0.0449
H 19.313 -26.182 25.807 -0.1 -0.1 -0.4 0.3270
H 21.398 -26.011 26.961 1.5 -0.1 -0.3 0.3242
H 19.778 -25.964 29.771 -0.1 -0.2 -0.1 0.2439
C 23.116 -19.992 28.559 0.7 -0.4 0.6 -0.3394
C 22.931 -20.337 30.077 0.2 -0.1 -0.8 -0.4078
O 23.207 -19.256 30.907 -0.1 1.1 0.7 -0.5552
O 21.898 -19.693 27.954 -2.0 -0.3 -0.2 -0.5535
H 23.585 -20.833 28.048 0.2 -0.2 0.0 0.2416
H 23.714 -19.104 28.353 0.8 -0.1 0.9 0.4395
H 23.520 -21.193 30.408 0.5 -0.2 -0.5 0.3201
H 21.919 -20.655 30.329 -0.3 0.3 -0.6 0.2026
H 24.147 -19.059 30.912 0.0 -0.1 -0.1 0.3207
H 22.030 -19.349 27.068 0.1 -0.1 0.0 0.2713
C 18.284 -21.017 24.773 0.8 0.2 -0.8 -0.6412
C 19.373 -21.118 25.820 -1.3 -0.9 0.1 0.1490
O 20.620 -20.911 25.175 -0.4 1.2 0.9 -0.5117
O 18.012 -19.651 24.495 -0.5 0.9 1.2 -0.5402
H 17.479 -21.680 25.090 -0.7 0.5 -0.3 0.3614
H 18.720 -21.283 23.810 0.0 -1.5 0.2 0.3438
H 19.284 -22.084 26.318 0.7 -0.4 -0.6 -0.1610
H 19.166 -20.493 26.688 0.3 0.8 -0.2 0.2790
H 20.494 -19.998 24.910 0.6 0.3 -0.5 0.3559
H 17.491 -19.525 23.698 0.0 -0.3 0.0 0.3073
```
Positions in Å, forces in eV/Å.


| no. | strongest force on any atom (eV/A) | total energy (eV) |
| --- | --- | --- |
| 1 | 1.90 | -20974.151 |
| 2 | 5.32 | -23020.340 |
| 3 | 2.06 | -19861.179 |
| 4 | 3.42 | -21939.562 |
| 5 | 2.58 | -26590.071 |
| 6 | 3.37 | -29196.041 |